Entry 1:
The following is a quantum chemistry calculation of 2 unconnected molecules or ions with the total composition BrHN2O2 at a distorted geometry, from the OMol25 dataset.

As for the HOMO energy: -9.34 eV. As for the orbital gap: 9.626 eV. The calculation puts the energy above the lowest of the compared OMol25 structures with the same formula, charge and spin at 59.2 kJ/mol. Its LUMO energy is 0.282 eV.

Positions of all 6 atoms, in Å:
N: -2.09614 0.17972 -3.40109
N: -2.26637 -0.69714 -2.73612
O: -1.77698 1.09102 -4.05198
O: -0.15524 -0.25552 -1.65242
Br: 0.59323 -0.90400 -0.36587
H: -0.41476 -0.89851 0.50369

Forces on the atoms, in the same order (eV/Å):
N 0.26 -1.38 1.09
N -1.06 -0.22 -0.30
O 0.14 1.50 -1.14
O -0.55 1.33 -2.36
Br 3.73 -1.06 0.05
H -2.52 -0.17 2.67

=====

Entry 2:
The following is a quantum chemistry calculation of a gas-phase ion, C4H13N3 (charge +2) at a distorted geometry, from the OMol25 dataset.

As for the HOMO energy: -16.68 eV. The net charge is +2. As for the orbital gap: 10.253 eV. The calculation puts the energy above the lowest of the compared OMol25 structures with the same formula, charge and spin at 112.8 kJ/mol. Its LUMO energy is -6.424 eV.

Positions of all 20 atoms, in Å:
N: -1.33458 -1.36519 -0.14667
C: -0.78088 -0.22263 0.30615
C: -0.64986 0.13996 1.59479
N: -1.44270 -0.56591 2.62486
C: -0.08854 0.61338 -0.76114
C: 1.43868 0.42662 -0.78673
N: 1.93406 0.75198 -2.20830
H: -1.70344 -2.13527 0.38732
H: -1.70172 -1.34371 -1.08736
H: 0.08083 0.81886 1.99612
H: -2.39883 -0.18656 2.62176
H: -1.50919 -1.58574 2.61453
H: -1.14482 -0.33205 3.57928
H: -0.47074 0.27434 -1.72239
H: -0.33350 1.65729 -0.59805
H: 1.96534 1.16279 -0.19916
H: 1.73378 -0.59683 -0.57337
H: 2.93814 0.94697 -2.11629
H: 1.53257 1.57656 -2.66393
H: 1.93540 -0.03489 -2.86141

Forces on the atoms, in the same order (eV/Å):
N -0.70 -0.14 -0.94
C 1.11 0.19 0.61
C 0.00 -0.68 -0.09
N -0.63 0.58 0.94
C 0.16 -0.38 0.36
C -0.74 0.40 -1.13
N 1.37 -0.32 0.27
H 0.04 0.25 0.32
H 0.04 -0.19 0.03
H -0.24 0.35 -0.10
H -0.10 -0.30 -0.23
H 0.20 -0.05 -0.28
H 0.43 -0.03 -0.16
H -0.19 0.21 -0.11
H -0.08 0.15 -0.21
H 0.02 -0.14 0.59
H 0.18 0.07 0.05
H -0.02 0.21 -0.10
H -0.29 -0.09 0.19
H -0.58 -0.08 -0.01

=====

Entry 3:
The following is a quantum chemistry calculation of a molecular structure, C4H3NaO6Rb at a distorted geometry, from the OMol25 dataset.

As for the HOMO energy (spin up / spin down): -4.48 / -0.98 eV. The net charge is -1. As for the orbital gap (spin up / spin down): 5.143 / 1.645 eV. The calculation puts the energy above the lowest of the compared OMol25 structures with the same formula, charge and spin at 0.0 kJ/mol. Its LUMO energy (spin up / spin down) is 0.659 / 0.660 eV.

Positions of all 15 atoms, in Å:
O: 3.78833 -0.42905 -0.99174
C: 2.90963 -0.40419 -0.10485
O: 2.88730 0.33531 0.90076
O: 1.88658 -1.30227 -0.30295
C: 0.75680 -1.22093 0.46661
O: -1.42656 -0.47268 0.78961
C: -2.29119 0.57963 0.65027
C: -0.28597 -0.51839 0.02821
O: -2.03378 1.49370 -0.16228
O: -3.29389 0.53536 1.39433
H: 0.77107 -1.75133 1.41813
H: -2.20032 -1.68958 -4.01412
Na: 4.87940 1.23385 0.16142
Rb: -6.04689 3.58295 0.68108
H: -0.30050 0.02763 -0.91447

Forces on the atoms, in the same order (eV/Å):
O 0.76 0.22 -0.18
C -0.72 -0.34 0.05
O 0.39 0.35 0.27
O 0.98 -0.07 -0.73
C -0.85 0.49 0.45
O 1.23 -1.27 -0.09
C -2.08 2.44 -0.13
C -0.33 -0.02 0.52
O 0.70 -0.58 -0.24
O 0.39 -0.63 0.06
H -0.03 0.18 -0.20
H 0.00 0.00 0.01
Na -0.73 -0.51 -0.09
Rb 0.27 -0.23 0.02
H 0.03 -0.04 0.28

=====

Entry 4:
The following is a quantum chemistry calculation of a single C5H10O2 molecule, from the OMol25 dataset.

As for the HOMO energy: -9.78 eV. As for the orbital gap: 10.658 eV. The calculation puts the energy above the lowest of the compared OMol25 structures with the same formula, charge and spin at 150.4 kJ/mol. Its LUMO energy is 0.878 eV.

Positions of all 17 atoms, in Å:
C: -0.82136 1.48757 0.23785
C: -0.55525 0.00713 0.08833
C: -1.67216 -0.75920 -0.57719
O: 0.00607 -0.60625 1.27655
C: 0.81499 -0.54229 0.12687
C: 2.06147 0.31044 0.17434
O: 1.11059 -1.78059 -0.43272
H: -0.07387 1.96082 0.87858
H: -1.80391 1.64430 0.69784
H: -0.81939 1.98494 -0.73854
H: -2.56362 -0.75683 0.05832
H: -1.39795 -1.79458 -0.78984
H: -1.93392 -0.28495 -1.52886
H: 1.84563 1.36860 0.01161
H: 2.75953 -0.02533 -0.59463
H: 2.54543 0.20035 1.14858
H: 0.49772 -2.41413 -0.03709

Forces on the atoms, in the same order (eV/Å):
C 0.04 0.03 0.01
C -0.18 0.10 -0.16
C 0.01 -0.05 -0.03
O -0.02 -0.09 0.19
C 0.21 0.28 -0.10
C 0.04 0.05 0.00
O -0.14 -0.10 0.12
H -0.10 -0.08 -0.11
H 0.12 -0.04 -0.08
H -0.01 -0.07 0.12
H 0.11 0.01 -0.05
H -0.04 0.12 0.04
H 0.04 -0.03 0.12
H 0.01 -0.16 0.05
H -0.11 0.04 0.05
H -0.06 -0.03 -0.10
H 0.09 0.02 -0.09

=====

Entry 5:
The following is a quantum chemistry calculation of a molecular structure, C5H10N2O at a distorted geometry, from the OMol25 dataset.

As for the HOMO energy: -9.01 eV. As for the orbital gap: 9.703 eV. The calculation puts the energy above the lowest of the compared OMol25 structures with the same formula, charge and spin at 822.2 kJ/mol. Its LUMO energy is 0.694 eV.

Positions of all 18 atoms, in Å:
C: 0.40310 0.62830 0.07583
C: 1.50310 -0.23284 0.90921
C: -0.00635 -0.91646 -0.03600
C: -1.44130 -0.89072 -0.63145
C: -0.84637 0.99254 0.65172
H: 1.65658 0.70776 -1.40814
H: 1.57247 2.12409 -0.23979
H: 1.12091 -0.77669 1.84198
H: 2.61565 0.22459 0.89423
H: 1.40143 -2.24493 -0.02330
H: -0.11043 -1.12650 1.19276
H: -2.19143 -1.79481 -0.84568
H: -1.19809 -0.15400 -1.46866
H: -1.05843 1.98858 0.73021
H: -0.89833 0.91869 1.72241
N: 0.84136 1.47192 -1.04565
N: 1.32212 -1.22655 -0.38902
O: -1.96598 0.11634 0.22884

Forces on the atoms, in the same order (eV/Å):
C -0.67 -3.22 1.79
C 3.77 1.22 -2.27
C -2.89 0.70 1.10
C 1.14 1.64 -1.99
C -2.25 -0.63 3.02
H -2.30 2.81 0.47
H -2.39 -1.73 -3.71
H 1.51 1.45 -1.03
H -2.34 -0.97 0.36
H 0.85 1.75 -1.19
H -1.50 -0.41 -3.42
H 1.94 2.17 0.76
H -0.85 -2.23 -0.87
H -1.35 3.02 -1.75
H 0.69 -1.10 1.01
N 5.90 -1.70 3.27
N 1.17 -3.26 3.54
O -0.45 0.47 0.89

=====

Entry 6:
The following is a quantum chemistry calculation of a single C5H12O molecule, from the OMol25 dataset.

As for the HOMO energy: -9.71 eV. As for the orbital gap: 10.838 eV. The calculation puts the energy above the lowest of the compared OMol25 structures with the same formula, charge and spin at 77.3 kJ/mol. Its LUMO energy is 1.128 eV.

Positions of all 18 atoms, in Å:
C: -2.58093 0.42106 -0.34517
C: -1.22022 -0.21950 -0.60395
C: -0.31423 -0.24388 0.62774
C: 1.03513 -0.93601 0.35309
O: 2.14852 -0.25395 0.88924
C: 2.51505 0.86860 0.13335
H: -3.11828 -0.10218 0.45516
H: -3.20887 0.39458 -1.24222
H: -2.47100 1.46945 -0.04250
H: -0.70399 0.32362 -1.40885
H: -1.36236 -1.24587 -0.97133
H: -0.12849 0.78319 0.97174
H: -0.82936 -0.74911 1.45510
H: 1.06544 -1.93286 0.80440
H: 1.16611 -1.06409 -0.73729
H: 3.47236 1.22966 0.52035
H: 1.78058 1.68913 0.21279
H: 2.62515 0.61124 -0.93370

Forces on the atoms, in the same order (eV/Å):
C -0.04 0.02 0.03
C 0.02 -0.02 -0.05
C -0.01 -0.02 0.03
C -0.21 -0.14 -0.04
O 0.06 -0.09 0.03
C 0.04 0.39 -0.14
H 0.09 0.08 -0.12
H 0.09 0.02 0.14
H -0.02 -0.16 -0.03
H -0.08 -0.10 0.11
H 0.03 0.14 0.06
H 0.00 -0.17 -0.10
H 0.08 0.09 -0.11
H -0.08 0.13 -0.09
H 0.03 0.05 0.19
H -0.16 -0.07 -0.08
H 0.13 -0.19 -0.03
H 0.03 0.04 0.20

=====

Number 6 is which compound?
C5H12O